(1)
This record from OMol25 describes a 2-piece molecular cluster, C3H10OS overall in a non-equilibrium geometry. The level of theory is ωB97M-V/def2-TZVPD.

```
15
C3H10OS ωB97M-V/def2-TZVPD
C 0.09498 -1.69090 -0.04262
C -0.62369 -1.09680 1.20729
S -0.90657 0.70247 0.97795
C -1.60108 1.10529 2.62779
H 0.14250 -2.77787 0.13860
H 1.12302 -1.29154 -0.05807
H -0.36425 -1.51868 -1.03057
H 0.05011 -1.23244 2.07508
H -1.63156 -1.44356 1.50632
H -0.99365 0.74483 3.47497
H -2.60536 0.65462 2.69807
H -1.70077 2.20088 2.70737
O 2.97072 2.11580 -5.75097
H 3.44752 2.31305 -4.91310
H 2.59806 1.21484 -5.61809
```

Summary:
- SMILES: CCSC.O
- HOMO energy: -0.312 Ha
- Total charge: 0
- Frontier orbital gap: 9.17 eV

---

(2)
This record from OMol25 describes a 2-piece molecular cluster, C3H10OS overall. The level of theory is ωB97M-V/def2-TZVPD.

```
15
C3H10OS ωB97M-V/def2-TZVPD
C 0.42300 1.38690 0.81502
C -0.51583 1.33174 2.00716
O 0.18054 1.23639 3.25079
H 1.11810 2.23712 0.91780
H -0.15106 1.51266 -0.11839
H 1.01237 0.45735 0.74304
H -1.10401 2.26674 2.07979
H -1.22965 0.49270 1.89802
H 0.70664 0.40977 3.23270
C 3.50844 0.53521 2.89533
S 2.64283 -1.02650 3.19869
H 3.59336 0.64454 1.80105
H 4.52263 0.53813 3.32894
H 2.95315 1.40114 3.29336
H 2.65168 -0.95485 4.54676
```

Summary:
- SMILES: CCO.CS
- HOMO energy: -0.348 Ha
- Total charge: 0
- Frontier orbital gap: 10.26 eV

---

(3)
This record from OMol25 describes a 4-piece molecular cluster, C3H10OS overall in a non-equilibrium geometry. The level of theory is ωB97M-V/def2-TZVPD.

```
15
C3H10OS ωB97M-V/def2-TZVPD
C -0.23747 -0.08595 -1.96512
C 1.08887 0.07621 -1.13775
C 0.44749 -1.31896 -1.39400
S -1.12330 -0.20438 0.93074
H -1.31865 -0.10129 -1.78844
H -0.09481 1.84536 -1.27787
H -0.00473 0.16605 -3.00376
H 1.98838 0.42241 -1.67737
H 1.21810 0.11167 -0.08621
H 0.88828 -2.08181 -2.09440
H 0.11170 -1.73985 -0.49553
H -2.41636 -0.06855 1.14121
H 0.22365 0.92123 1.77862
H 0.99726 1.55414 3.00960
O 1.07334 1.27661 2.07294
```

Summary:
- HOMO energy (spin up / spin down): -0.537 / -0.522 Ha
- Total charge: +1
- Frontier orbital gap (spin up / spin down): 6.24 / 5.82 eV
- 2S+1: 2

---

(4)
This record from OMol25 describes a 2-piece molecular cluster, C3H10OS2 overall in a non-equilibrium geometry. The level of theory is ωB97M-V/def2-TZVPD.

```
16
C3H10OS2 ωB97M-V/def2-TZVPD
C 2.35482 0.56347 0.67480
S 0.57554 0.42555 0.71984
S 0.39229 -1.27531 2.24180
H 2.84937 0.47493 1.65612
H 2.87645 -0.15072 0.05122
H 2.48054 1.58510 0.32579
H 0.01582 -2.52483 2.70442
C -1.93652 0.13378 -2.31385
O -2.04652 0.74829 -1.04060
C -0.52679 0.36115 -2.91185
H -2.62180 0.40215 -3.14814
H -2.12963 -0.92709 -2.12442
H -1.16937 0.62595 -0.61827
H -0.35754 1.42323 -2.76555
H -0.62471 0.25423 -3.98506
H 0.24393 -0.19774 -2.37519
```

Summary:
- HOMO energy (spin up / spin down): -0.084 / -0.116 Ha
- Total charge: -1
- Frontier orbital gap (spin up / spin down): 6.00 / 6.75 eV
- 2S+1: 2

---

(5)
This record from OMol25 describes a 3-piece molecular cluster, C3H10OS2 overall in a non-equilibrium geometry. The level of theory is ωB97M-V/def2-TZVPD.

```
16
C3H10OS2 ωB97M-V/def2-TZVPD
C -0.76146 -0.82862 1.67084
C 0.65884 -0.93311 1.16769
S 0.76470 -1.72177 -0.42096
S -0.25201 1.98187 0.84421
C 0.43747 1.80297 -0.78225
H -1.20601 -1.79172 1.89604
H -0.78876 -0.13835 2.52625
H -1.37416 -0.38027 0.87743
H 1.31686 -1.49274 1.84652
H 1.05281 0.11887 1.10350
H -0.34359 1.96332 -1.52788
H 0.82756 0.77618 -0.93380
H 1.29808 2.47374 -0.88700
H -0.46787 -0.76659 -1.80187
H -1.35711 -0.80523 -3.10842
O -1.01100 -0.23141 -2.42426
```

Summary:
- HOMO energy: -0.324 Ha
- Total charge: 0
- Frontier orbital gap: 5.08 eV

---

(6)
This record from OMol25 describes a 2-piece molecular cluster, C3H10OS2 overall. The level of theory is ωB97M-V/def2-TZVPD.

```
16
C3H10OS2 ωB97M-V/def2-TZVPD
C 1.24165 3.19970 -0.96854
C 0.55356 1.91744 -1.39787
C 0.08044 1.06576 -0.22915
S -0.96886 -0.25073 -0.89156
S -1.19833 -1.32146 0.87491
H 2.26792 3.01823 -0.64035
H 0.72687 3.68669 -0.12691
H 1.26278 3.91312 -1.78259
H -0.30258 2.09330 -2.04841
H 1.22577 1.28414 -1.98283
H 0.93076 0.59935 0.28445
H -0.45996 1.65047 0.50287
H -2.36602 -1.83582 0.49974
O 2.09902 -2.68810 1.99855
H 1.23680 -2.44933 2.35576
H 2.67608 -2.76429 2.76047
```

Summary:
- SMILES: CCCSS.O
- HOMO energy: -0.303 Ha
- Total charge: 0
- Frontier orbital gap: 8.69 eV

---

(7)
This record from OMol25 describes a 2-piece molecular cluster, C3H10OS2 overall in a non-equilibrium geometry. The level of theory is ωB97M-V/def2-TZVPD.

```
16
C3H10OS2 ωB97M-V/def2-TZVPD
C 2.13895 -1.39166 -1.01333
C 1.06178 -0.59439 -0.28243
O 1.42300 -0.20016 1.03972
H 2.65238 -2.03790 -0.31196
H 1.67710 -2.04730 -1.75640
H 2.84159 -0.75978 -1.53690
H 0.15480 -1.17366 -0.18907
H 0.84403 0.30668 -0.86787
H 2.36431 -0.34658 1.18736
C -2.43744 0.90820 1.34940
S -3.01570 0.78267 -0.38570
S -1.85930 2.22250 -1.35585
H -3.12460 1.54757 1.88220
H -1.40073 1.20740 1.37757
H -2.58819 -0.09175 1.75069
H -0.73199 1.66814 -0.88743
```

Summary:
- SMILES: CCO.CSS
- HOMO energy: -0.312 Ha
- Total charge: 0
- Frontier orbital gap: 9.07 eV

---

(8)
This record from OMol25 describes a 3-piece molecular cluster, C3H10OS2 overall in a non-equilibrium geometry. The level of theory is ωB97M-V/def2-TZVPD.

```
16
C3H10OS2 ωB97M-V/def2-TZVPD
C 0.61562 -1.10044 1.92386
C -0.55086 -0.18855 1.64881
S -0.38169 1.57580 1.28594
S -0.26499 -1.18383 -1.49976
C -1.12199 0.27179 -2.04757
H 0.34687 -1.95801 2.55046
H 1.02171 -1.59586 1.03908
H 1.35084 -0.50993 2.47248
H -1.22723 -0.10694 2.51076
H -1.20782 -0.60385 0.81160
H -2.09046 0.37635 -1.55094
H -1.33489 0.18232 -3.12078
H -0.59018 1.19976 -1.80433
H 1.77069 1.89890 -1.05462
H 1.46683 0.55311 -1.59527
O 2.19755 1.18938 -1.56972
```

Summary:
- HOMO energy: -0.313 Ha
- Total charge: 0
- Frontier orbital gap: 4.30 eV

---

The energy relative to the best compared isomer or geometry (same formula, charge and spin) results, record by record, are as follows: 30.5 31.1 649.3 151.9 396.7 26.1 71.5 459.8 kJ/mol.